17
Properties=species:S:1:pos:R:3 method="wB97M-V/def2-TZVPD" energy_ha=-346.8837 de_lowest_kj_mol=372.1 lumo_energy_ev=0.300 e_homo_ev=-8.46 homo_lumo_gap_ev=8.763
C -2.08270 -0.72901 -0.39975
C -1.10457 0.42942 -0.55482
C -0.07793 0.53500 0.52683
O 0.81296 -1.23107 0.30063
C 1.14091 1.22506 0.35827
C 2.01410 -0.31254 -0.02833
O 3.00991 -0.53041 0.64878
H -2.82707 -0.71569 -1.20161
H -1.54466 -1.67974 -0.43493
H -2.61804 -0.66955 0.55499
H -0.59242 0.38805 -1.52402
H -1.64826 1.38778 -0.54465
H -0.42374 0.29760 1.53259
H 1.07522 -1.58147 1.16851
H 1.62035 1.61862 1.25079
H 1.23707 1.86528 -0.51856
H 2.00886 -0.29734 -1.13470